No. 1
2 unconnected molecules or ions with the total composition C6H7F in a non-equilibrium geometry. Source: the OMol25 dataset; level of theory: ωB97M-V/def2-TZVPD.

As for the HOMO energy: -0.3212 hartree. For the gap between HOMO and LUMO, the calculation gives 8.536 eV. The energy above the lowest of the compared OMol25 structures with the same formula, charge and spin is 154.09 kcal per mole. For the LUMO energy, the calculation gives -0.20 eV.

Geometry as XYZ:
```
14
Properties=species:S:1:pos:R:3:forces:R:3
C 0.131057 -0.072081 -0.771949 0.9 -1.9 1.3
C -2.982307 -1.112185 -1.802733 -0.7 -1.0 0.5
C 1.541961 1.292627 2.340642 1.9 -1.8 -3.1
C 1.204832 0.667298 1.183136 1.1 1.4 0.5
C -0.011263 0.411751 0.463541 -2.6 -1.4 -0.8
C 0.606150 -0.926016 -1.657526 -0.2 -0.4 2.2
F -3.077693 0.125262 -1.464453 0.2 1.3 0.0
H 2.591475 1.372590 2.563819 0.6 -0.4 -0.3
H 1.083312 1.872720 3.035947 -2.6 1.1 1.6
H 1.931978 0.309951 0.434174 0.8 0.3 1.3
H -1.028322 0.233053 0.898983 0.9 0.9 -0.1
H -3.665859 -1.565071 -0.996861 0.5 -0.2 -0.6
H 1.009957 -1.969958 -1.612647 -0.8 0.9 1.1
H 0.664723 -0.639942 -2.614074 0.2 1.4 -3.7
```
Forces are in eV/Å.


No. 2
C3H3ClN2O in the gas phase in a non-equilibrium geometry. Source: the OMol25 dataset; level of theory: ωB97M-V/def2-TZVPD.

As for the HOMO energy: -0.3184 hartree. For the gap between HOMO and LUMO, the calculation gives 9.451 eV. The energy above the lowest of the compared OMol25 structures with the same formula, charge and spin is 2.85 kcal per mole. Its SMILES is Nc1nc(Cl)co1. For the LUMO energy, the calculation gives 0.79 eV.

Geometry as XYZ:
```
10
Properties=species:S:1:pos:R:3:forces:R:3
C -0.587302 -0.324132 -0.065474 1.1 0.8 0.1
C 1.527278 0.031241 -0.040159 -1.3 -0.8 -0.4
C 0.938215 1.240571 -0.033205 0.1 -1.0 -0.1
H -2.000111 -1.774427 0.126658 0.5 0.6 -0.3
H -2.540460 -0.259937 0.418626 -0.8 1.1 0.6
H 1.263206 2.234423 -0.160234 0.4 0.7 0.2
N -1.882049 -0.779772 -0.087967 0.8 -1.5 -0.5
N 0.534624 -0.980071 -0.104093 -0.1 0.7 0.4
O -0.417807 1.039094 -0.035571 -0.8 -0.8 -0.1
Cl 3.164406 -0.426989 -0.018578 0.1 0.2 0.0
```
Forces are in eV/Å.


No. 3
C4H6O3S in the gas phase in a non-equilibrium geometry. Source: the OMol25 dataset; level of theory: ωB97M-V/def2-TZVPD.

As for the HOMO energy: -0.3315 hartree. For the gap between HOMO and LUMO, the calculation gives 9.346 eV. The energy above the lowest of the compared OMol25 structures with the same formula, charge and spin is 22.83 kcal per mole. Its SMILES is C[C@@H](OC=O)OC=S. For the LUMO energy, the calculation gives 0.33 eV.

Geometry as XYZ:
```
14
Properties=species:S:1:pos:R:3:forces:R:3
C 0.376212 1.706828 -0.371272 -2.4 0.0 0.1
C -0.355135 0.460106 0.164310 1.8 0.9 -1.1
C -1.640335 -1.296011 -0.558148 -0.3 -1.6 -0.5
C 1.469780 -0.932321 0.853690 0.3 -0.4 1.6
H 1.279138 1.415918 -0.790707 1.8 -0.5 -0.6
H 0.534178 2.389542 0.473003 -0.1 -0.1 -0.4
H -0.195082 2.186474 -1.200515 0.1 -0.2 0.9
H -1.250638 0.679208 0.661781 -1.1 0.4 0.7
H -1.718804 -2.171874 -1.235389 0.2 0.6 -0.2
H 1.694038 -1.488334 1.771832 0.2 0.0 -0.2
O -0.636685 -0.484686 -0.866880 0.6 0.8 0.0
O -2.349935 -1.196832 0.387023 -0.7 0.2 0.8
O 0.453367 -0.147031 1.176166 -0.8 -0.2 -0.3
S 2.339896 -1.120992 -0.464898 0.3 -0.1 -0.9
```
Forces are in eV/Å.


No. 4
2 unconnected molecules or ions with the total composition C4H11NOS in a non-equilibrium geometry. Source: the OMol25 dataset; level of theory: ωB97M-V/def2-TZVPD.

As for the HOMO energy: -0.3268 hartree. For the gap between HOMO and LUMO, the calculation gives 9.558 eV. The energy above the lowest of the compared OMol25 structures with the same formula, charge and spin is 21.25 kcal per mole. Its SMILES is CC(N)=O.CSC. For the LUMO energy, the calculation gives 0.67 eV.

Geometry as XYZ:
```
18
Properties=species:S:1:pos:R:3:forces:R:3
C -0.561923 -0.056003 -1.806637 2.3 -0.6 1.2
C -1.032919 1.277987 -2.249856 -0.5 -0.5 -0.2
O -1.851809 1.375396 -3.145940 0.0 0.3 0.1
N -0.503124 2.393166 -1.671815 -0.7 0.5 -0.8
H -1.193820 -0.916206 -1.983283 -0.5 0.3 0.0
H -0.123364 -0.076467 -0.787366 -0.9 0.1 -0.1
H -0.936710 3.214575 -2.072415 0.3 0.1 0.3
H 0.103251 2.494070 -0.885439 0.1 -0.4 0.2
H 0.382826 -0.291478 -2.313982 -0.2 0.2 -0.6
C -0.151003 -2.136321 2.132844 -1.4 -2.1 0.7
C 1.489677 0.146286 1.595024 -0.4 -0.8 -0.1
S 1.264142 -1.639363 1.214774 0.3 1.2 0.0
H -0.221171 -2.087339 3.229532 0.9 0.6 -0.2
H -1.184382 -1.940921 1.819725 0.4 0.7 -0.6
H -0.068079 -3.226455 1.959772 -0.2 0.2 0.1
H 0.866486 0.817761 1.023726 -0.4 0.0 -0.5
H 2.519339 0.348303 1.303916 0.1 0.2 0.6
H 1.202585 0.303007 2.637422 0.7 0.1 0.0
```
Forces are in eV/Å.


No. 5
2 unconnected molecules or ions with the total composition FH4N2P in a non-equilibrium geometry. Source: the OMol25 dataset; level of theory: ωB97M-V/def2-TZVPD.

As for the HOMO energy (alpha / beta): -0.2660 / -0.3782 hartree. For the gap between HOMO and LUMO (alpha / beta), the calculation gives 6.793 / 10.317 eV. The energy above the lowest of the compared OMol25 structures with the same formula, charge and spin is 92.29 kcal per mole. For the LUMO energy (alpha / beta), the calculation gives -0.44 / 0.03 eV.

Geometry as XYZ:
```
8
Properties=species:S:1:pos:R:3:forces:R:3
N 1.239715 -0.024326 1.246995 0.4 -0.9 0.6
N -1.390345 -0.641725 -1.376482 0.3 -2.1 -0.5
F -0.115303 1.927679 1.039046 -0.2 0.0 -0.3
P 0.699412 0.968591 0.041501 -0.1 0.1 -0.5
H 0.590147 -0.432924 1.879512 -1.3 0.5 0.9
H 1.763938 -0.855603 1.078382 1.1 -0.1 -1.1
H -1.510019 0.315649 -1.639573 -0.2 0.7 -0.7
H -1.277545 -1.257341 -2.269381 0.1 1.7 1.7
```
Forces are in eV/Å.


No. 6
A molecular structure, C3H5O3Sn in a non-equilibrium geometry. Source: the OMol25 dataset; level of theory: ωB97M-V/def2-TZVPD.

As for the HOMO energy (alpha / beta): -0.5258 / -0.5258 hartree. The net charge is +1. For the gap between HOMO and LUMO (alpha / beta), the calculation gives 7.897 / 7.868 eV. The energy above the lowest of the compared OMol25 structures with the same formula, charge and spin is 128.71 kcal per mole. For the LUMO energy (alpha / beta), the calculation gives -6.41 / -6.44 eV.

Geometry as XYZ:
```
12
Properties=species:S:1:pos:R:3:forces:R:3
H 2.810126 1.647702 -0.548929 0.6 0.0 -0.4
O 1.560130 0.325665 -1.294526 4.0 -0.6 -0.8
C 2.699781 0.749562 -1.174561 -0.6 -0.3 0.4
H 3.524265 0.184270 -1.630810 0.1 0.3 0.2
O 0.018335 1.363482 -0.212381 -2.1 1.9 4.4
Sn -0.496446 0.263585 -1.606045 -0.7 -3.3 -8.0
O -1.590736 0.576152 -0.082579 -1.0 1.6 3.5
C -1.824068 -0.144687 1.034847 -0.8 0.2 1.3
C -1.593171 -1.454181 1.149048 1.0 0.3 0.2
H -2.301425 0.443053 1.827086 0.0 -0.3 -0.4
H -1.916637 -1.982332 2.045131 0.0 0.1 -0.3
H -0.890155 -1.972267 0.493716 -0.6 -0.1 -0.2
```
Forces are in eV/Å.


No. 7
2 unconnected molecules or ions with the total composition C5H13N2. Source: the OMol25 dataset; level of theory: ωB97M-V/def2-TZVPD.

As for the HOMO energy: -0.5081 hartree. The net charge is +1. For the gap between HOMO and LUMO, the calculation gives 10.843 eV. The energy above the lowest of the compared OMol25 structures with the same formula, charge and spin is 50.89 kcal per mole. For the LUMO energy, the calculation gives -2.98 eV.

Geometry as XYZ:
```
20
Properties=species:S:1:pos:R:3:forces:R:3
C 0.982626 -3.060099 1.493580 0.0 -0.1 -0.1
C 0.601621 -1.625386 1.601897 0.0 -0.1 0.3
C 1.027048 -0.695163 0.778066 0.1 0.1 -0.5
N 0.613054 0.708510 0.897487 0.3 -0.3 -0.3
H 1.566653 -3.253285 0.598437 0.1 0.0 -0.1
H 1.585292 -3.354949 2.354947 -0.1 0.0 0.0
H 0.098764 -3.697088 1.445724 0.0 0.0 0.2
H -0.026310 -1.338096 2.439199 -0.1 0.0 0.1
H 1.655049 -0.913051 -0.082680 -0.1 0.2 0.1
H 0.168612 0.853464 1.802648 -0.2 0.1 -0.1
H 1.438983 1.310526 0.884320 -0.1 0.0 -0.1
H -0.095491 0.986298 0.020557 -0.1 0.2 0.6
C -0.784520 0.584480 -2.299961 -0.5 -0.5 -0.1
C -1.402723 2.589064 -1.241680 -0.1 -0.6 0.1
N -0.980112 1.402385 -1.115556 0.7 0.3 0.0
H 0.256880 0.571311 -2.587975 0.4 0.1 0.0
H -1.370773 0.931205 -3.143359 -0.1 0.2 -0.2
H -1.080503 -0.445898 -2.090222 0.0 0.1 0.1
H -1.532751 3.196823 -0.354359 0.1 0.2 0.0
H -1.662433 2.971301 -2.221706 -0.2 0.3 -0.1
```
Forces are in eV/Å.